1.
Formula: C9H20ClFeIN2O2PS
Source: OMol25
Level of theory: wB97M-V/def2-TZVPD

For the energy relative to the best compared isomer or geometry (same formula, charge and spin), the calculation gives 2.6 kcal per mole. The lowest unoccupied orbital energy (spin up / spin down) is -10.29 / -10.16 eV. The HOMO-LUMO gap (spin up / spin down) comes out at 4.7 / 5.3 eV. The spin multiplicity is 6. As for the HOMO energy (spin up / spin down): -14.97 / -15.45 eV. The charge is +2.

Last column: Löwdin charge in e.
CARTESIAN COORDINATES (ANGSTROEM)
C1 -0.33 -2.46 -0.65  -0.06
C2 1.10 -1.80 -0.83  -0.08
H1 -0.17 -3.55 -0.93  0.15
H2 -1.14 -2.14 -1.37  0.09
H3 -0.73 -2.54 0.38  0.04
O1 2.07 -2.31 -1.28  0.31
I1 2.67 2.47 0.73  0.85
Fe1 -1.57 -0.18 0.47  0.32
P1 -0.15 0.69 -1.88  0.79
C3 1.50 1.09 -2.63  -0.26
C4 -0.71 -0.43 -3.27  -0.25
H4 -2.03 2.24 -1.86  0.01
H5 -1.06 2.45 -3.38  0.06
H6 -0.43 3.09 -1.82  0.06
C5 -0.99 2.29 -2.31  -0.23
H7 -1.78 -0.69 -3.08  0.06
H8 -0.61 0.05 -4.23  0.06
H9 1.41 1.31 -3.68  0.06
H10 2.19 0.26 -2.46  0.04
H11 -0.11 -1.36 -3.23  0.04
H12 1.90 2.00 -2.08  0.02
C6 1.61 0.50 0.14  -0.79
O2 2.66 -0.09 0.11  -0.17
Cl1 -3.46 0.73 -0.20  0.05
C7 0.33 1.45 5.06  -0.04
N1 0.82 0.51 4.02  -0.01
C8 -0.04 -0.41 3.49  -0.70
S1 0.22 -0.80 1.87  0.76
N2 -0.98 -1.00 4.26  -0.01
C9 -0.75 -1.37 5.66  -0.02
H13 -0.72 1.31 5.26  0.09
H14 0.54 2.50 4.70  0.11
H15 0.93 1.30 6.03  0.12
H16 1.44 0.95 3.32  0.09
H17 -1.47 -1.71 3.71  0.14
H18 -1.61 -1.04 6.27  0.11
H19 -0.68 -2.45 5.71  0.10
H20 0.16 -0.90 6.04  0.09


2.
Formula: C9H20ClIO2PRh
Source: OMol25
Level of theory: wB97M-V/def2-TZVPD

For the energy relative to the best compared isomer or geometry (same formula, charge and spin), the calculation gives 41.2 kcal per mole. The lowest unoccupied orbital energy (spin up / spin down) is -6.65 / -11.14 eV. The HOMO-LUMO gap (spin up / spin down) comes out at 9.7 / 5.4 eV. The spin multiplicity is 5. As for the HOMO energy (spin up / spin down): -16.36 / -16.51 eV. The charge is +2.

Last column: Löwdin charge in e.
CARTESIAN COORDINATES (ANGSTROEM)
C1 0.79 -1.12 0.77  -0.21
I1 1.09 1.40 2.10  1.29
H1 -0.14 -1.29 1.32  -0.01
H2 1.76 -0.97 1.25  -0.03
H3 0.85 -2.22 0.32  0.10
Rh1 0.13 -0.34 -1.48  0.54
P1 -0.36 0.41 -3.44  0.63
C2 1.11 0.70 -4.39  -0.24
C3 -1.10 -1.10 -4.02  -0.22
H4 -2.39 1.57 -3.42  0.05
H5 -1.42 2.10 -4.85  0.10
H6 -1.00 2.66 -3.19  0.08
C4 -1.39 1.81 -3.78  -0.21
H7 -2.02 -1.26 -3.46  0.05
H8 -1.29 -1.06 -5.09  0.09
H9 0.98 0.77 -5.47  0.09
H10 1.83 -0.08 -4.15  0.05
H11 -0.42 -1.91 -3.75  0.06
H12 1.54 1.64 -4.04  0.07
C5 1.89 0.17 -1.72  -0.28
O1 3.02 0.42 -1.64  0.17
Cl1 -2.01 0.08 -0.62  -0.01
C6 -0.85 0.55 4.39  -0.19
C7 0.62 0.22 4.79  -0.21
C8 1.04 -0.90 3.82  -0.27
O2 -0.14 -1.43 3.22  -0.14
C9 -1.24 -0.49 3.34  -0.18
H13 -1.53 0.50 5.22  0.13
H14 -0.91 1.56 3.96  0.08
H15 0.65 -0.21 5.78  0.13
H16 1.24 1.13 4.78  0.08
H17 1.73 -0.44 3.09  -0.02
H18 1.57 -1.78 4.31  0.19
H19 -2.13 -1.11 3.68  0.17
H20 -1.51 0.04 2.38  0.08


3.
Formula: C9H20ClRuSiY
Source: OMol25
Level of theory: wB97M-V/def2-TZVPD

The lowest unoccupied orbital energy (spin up / spin down) is 2.58 / 1.66 eV. The HOMO-LUMO gap (spin up / spin down) comes out at 3.4 / 6.4 eV. The spin multiplicity is 6. As for the HOMO energy (spin up / spin down): -0.83 / -4.75 eV. The charge is -1.

Last column: Löwdin charge in e.
CARTESIAN COORDINATES (ANGSTROEM)
Y1 2.80 -1.15 -0.40  0.61
Cl1 0.90 -2.95 0.22  -0.12
C1 4.79 -1.38 0.82  -0.37
C2 3.78 -2.79 -1.75  -0.38
H1 5.65 -1.68 0.20  -0.06
H2 5.18 -0.62 1.53  -0.06
H3 4.55 -2.29 1.41  -0.05
H4 4.87 -2.79 -1.83  -0.06
H5 3.41 -3.08 -2.75  -0.06
H6 3.55 -3.64 -1.07  -0.06
Ru1 0.21 -0.71 0.21  0.72
C3 0.64 0.17 1.92  -0.38
C4 0.04 1.05 -0.71  -0.41
H7 1.68 0.52 1.97  -0.02
H8 -0.02 1.03 2.12  -0.01
H9 0.48 -0.54 2.74  -0.02
H10 0.29 0.88 -1.76  0.02
H11 0.61 1.82 -0.17  0.04
C5 -5.11 1.52 -1.96  -0.20
Si1 -4.31 1.78 -0.27  0.42
C6 -4.39 3.64 0.08  -0.20
C7 -5.43 0.97 1.01  -0.21
C8 -2.58 1.17 -0.22  -0.07
C9 -1.33 0.91 -0.32  -0.33
H12 -6.13 1.95 -1.97  0.03
H13 -5.19 0.45 -2.20  0.03
H14 -4.53 2.00 -2.76  0.03
H15 -5.45 3.93 -0.01  0.02
H16 -4.03 3.90 1.08  0.03
H17 -3.81 4.23 -0.65  0.03
H18 -5.50 -0.12 0.85  0.03
H19 -5.07 1.12 2.04  0.03
H20 -6.46 1.38 0.96  0.03


4.
Formula: C9H20FN2Nb
Source: OMol25
Level of theory: wB97M-V/def2-TZVPD

For the energy relative to the best compared isomer or geometry (same formula, charge and spin), the calculation gives 0.0 kcal per mole. The lowest unoccupied orbital energy is -1.33 eV. The HOMO-LUMO gap comes out at 4.9 eV. As for the HOMO energy: -6.25 eV. The charge is 0.

Last column: Löwdin charge in e.
CARTESIAN COORDINATES (ANGSTROEM)
C1 -1.95 1.06 1.28  -0.10
C2 -2.31 2.34 1.04  -0.32
C3 -3.68 2.85 0.77  -0.43
Nb1 -5.46 1.51 1.24  1.07
F1 -5.65 0.87 -0.68  -0.63
H1 -1.32 0.52 0.58  0.00
H2 -2.22 0.51 2.17  0.01
H3 -1.51 3.08 0.97  0.07
H4 -3.72 3.15 -0.27  0.04
H5 -3.81 3.77 1.34  0.01
H6 -6.66 2.87 0.90  -0.16
H7 -6.95 0.56 1.69  -0.20
H8 -4.56 0.02 1.80  -0.16
H9 -5.52 2.10 2.96  -0.19
C4 3.20 -4.04 -1.03  -0.06
C5 2.56 -3.14 0.02  -0.15
N1 2.50 -1.74 -0.41  -0.04
C6 1.38 -0.94 -0.37  0.02
C7 1.76 0.29 -0.79  0.02
N2 3.10 0.22 -1.09  -0.09
C8 3.52 -1.02 -0.85  -0.02
C9 3.94 1.32 -1.57  0.03
H10 4.22 -3.73 -1.26  0.07
H11 3.23 -5.06 -0.67  0.09
H12 2.62 -4.02 -1.95  0.09
H13 3.13 -3.17 0.95  0.13
H14 1.55 -3.47 0.24  0.13
H15 0.44 -1.34 -0.04  0.14
H16 1.22 1.22 -0.91  0.14
H17 4.53 -1.36 -0.99  0.17
H18 4.34 1.06 -2.55  0.10
H19 4.75 1.48 -0.87  0.10
H20 3.34 2.22 -1.65  0.10


5.
Formula: C9H20GeMgN5
Source: OMol25
Level of theory: wB97M-V/def2-TZVPD

For the energy relative to the best compared isomer or geometry (same formula, charge and spin), the calculation gives 11.5 kcal per mole. The lowest unoccupied orbital energy is 2.34 eV. The HOMO-LUMO gap comes out at 4.6 eV. As for the HOMO energy: -2.29 eV. The charge is -1.

Last column: Löwdin charge in e.
CARTESIAN COORDINATES (ANGSTROEM)
Mg1 0.23 0.56 -0.61  0.50
N1 2.52 -0.13 -0.89  -0.03
C1 3.40 0.42 0.20  -0.25
C2 3.03 0.03 1.64  -0.19
C3 1.69 0.57 2.17  -0.26
N2 0.65 -0.28 1.57  -0.03
H1 2.59 -1.14 -0.94  0.08
H2 2.85 0.23 -1.77  0.08
H3 3.33 1.49 0.10  0.09
H4 4.44 0.13 0.04  0.10
H5 3.85 0.37 2.27  0.11
H6 2.99 -1.07 1.73  0.11
H7 1.56 1.61 1.86  0.09
H8 1.68 0.55 3.26  0.10
H9 -0.31 0.03 1.72  0.06
H10 0.71 -1.22 1.95  0.08
C4 -1.98 -2.57 -1.89  -0.27
Ge1 -2.50 -1.20 -0.55  0.50
C5 -2.22 -2.24 1.14  -0.28
C6 -4.49 -1.21 -0.63  -0.27
C7 -1.77 0.47 -1.01  -0.49
H11 -2.61 -3.47 -1.80  0.00
H12 -0.94 -2.88 -1.76  -0.01
H13 -2.10 -2.15 -2.89  0.00
H14 -2.85 -3.14 1.13  0.00
H15 -2.47 -1.65 2.03  -0.01
H16 -1.17 -2.56 1.23  -0.02
H17 -4.90 -2.23 -0.55  -0.01
H18 -4.80 -0.78 -1.59  0.00
H19 -4.92 -0.60 0.17  0.00
H20 -2.11 1.22 -0.27  -0.16
N3 1.03 2.54 -0.41  0.07
C8 0.96 3.65 -0.80  -0.35
N4 0.86 4.87 -1.14  0.05
C9 1.58 5.56 -2.00  -0.42
N5 2.19 6.23 -2.73  0.05


6.
Formula: C9H20N2O
Source: OMol25
Level of theory: wB97M-V/def2-TZVPD

For the energy relative to the best compared isomer or geometry (same formula, charge and spin), the calculation gives 40.6 kcal per mole. The lowest unoccupied orbital energy (spin up / spin down) is -10.11 / -10.11 eV. The HOMO-LUMO gap (spin up / spin down) comes out at 6.4 / 6.4 eV. As for the HOMO energy (spin up / spin down): -16.55 / -16.55 eV. The charge is +2.

Last column: Löwdin charge in e.
CARTESIAN COORDINATES (ANGSTROEM)
C1 -1.79 -0.39 -0.06  -0.02
C2 -2.48 -1.59 0.03  0.04
C3 -0.45 -0.18 -0.08  0.06
C4 -3.90 -1.66 0.23  -0.01
C5 1.81 0.66 1.67  -0.04
C6 1.27 0.81 -1.41  0.05
C7 -0.66 2.10 -0.87  0.02
C8 2.66 -2.59 0.78  -0.02
C9 0.87 1.58 0.92  -0.12
N1 0.58 -1.86 -0.05  0.13
N2 0.25 1.03 -0.36  -0.29
O1 1.90 -1.75 -0.08  -0.24
H1 -2.43 0.49 -0.10  0.13
H2 -1.95 -2.52 -0.12  0.14
H3 -4.39 -2.10 -0.65  0.15
H4 -4.15 -2.41 1.00  0.14
H5 -4.37 -0.71 0.46  0.11
H6 2.21 1.22 2.50  0.11
H7 1.29 -0.20 2.08  0.08
H8 2.65 0.34 1.06  0.08
H9 1.81 1.74 -1.60  0.13
H10 1.99 0.04 -1.13  0.09
H11 0.79 0.50 -2.34  0.13
H12 -0.06 2.98 -1.12  0.13
H13 -1.17 1.77 -1.77  0.13
H14 -1.39 2.40 -0.12  0.12
H15 2.24 -2.63 1.79  0.10
H16 3.66 -2.18 0.80  0.11
H17 2.70 -3.60 0.36  0.11
H18 1.40 2.49 0.63  0.15
H19 0.04 1.86 1.58  0.15
H20 0.24 -2.33 0.79  0.11


For reference, total energy by record: -91846.381; -46650.040; -33676.873; -16895.068; -79068.644; -14661.909 eV.